75
Properties=species:S:1:pos:R:3:forces:R:3 method="wB97M-V/def2-TZVPD" homo_lumo_gap_ha=0.2414 homo_ev=-8.4 charge=0 total_energy_ev=-97543.8665
C 5.506181 -0.922969 2.009487 -0.31 0.33 -0.31
C 4.682657 -1.330274 0.615265 0.55 -3.51 -3.63
O 5.081624 -2.286821 -0.227633 -1.99 5.24 5.32
N 3.385598 -0.616719 0.304094 1.64 -0.67 -0.05
C 3.596763 0.731072 -0.352628 0.35 1.14 -0.03
C 3.351013 1.915520 0.768812 0.90 -0.42 0.29
C 2.003531 1.680131 1.697653 0.28 1.73 0.22
C 0.713167 2.251379 0.863135 -0.36 -0.64 -0.87
C -0.345685 1.109720 0.350130 -2.02 -2.84 -0.39
C -0.487680 -0.422169 0.916620 -1.74 2.72 -2.84
C -1.651210 -1.467618 0.324698 0.05 3.78 -2.91
P -1.896815 -3.267095 0.952231 -0.35 0.53 1.43
O -0.796292 -3.604969 2.282068 -2.11 -0.07 -0.77
I -1.269240 -4.923544 -0.791655 0.38 0.63 0.19
C -2.700255 -0.978331 -0.878985 3.29 1.24 2.30
C -2.541923 0.558841 -1.436506 0.18 0.96 -0.26
N -3.394011 1.201768 -2.519094 4.75 0.78 4.29
S -2.766701 2.838620 -2.608720 1.25 -2.72 2.09
N -1.445167 2.997135 -1.469902 -2.64 -6.53 0.32
C -1.406528 1.586143 -0.849237 -0.56 0.04 -0.21
H 6.647293 -0.695368 1.757712 -2.57 -0.78 0.49
H 5.037887 0.040396 2.498562 0.83 -1.94 -1.19
H 5.403918 -1.790487 2.821449 0.30 1.74 -2.11
H 2.707907 -1.210945 -0.224450 1.41 0.48 0.42
H 4.714030 0.749886 -0.756064 -2.35 0.33 0.74
H 2.894373 0.908298 -1.300074 1.38 -0.73 2.18
H 4.300031 1.915745 1.479630 -2.17 -0.11 -1.56
H 3.366386 2.985845 0.240187 -0.29 -2.33 1.22
H 2.138470 2.406077 2.635736 -0.27 -1.70 -2.06
H 1.888515 0.592128 2.112793 0.31 2.10 -1.15
H 0.090518 3.075679 1.442226 1.34 -1.80 -1.14
H 1.155015 2.761162 -0.121490 -1.24 -1.02 2.11
H 0.220666 -0.810365 1.766458 -1.57 0.88 -1.92
H -1.367350 -4.130004 2.944933 1.23 1.24 -1.59
H -3.521580 -1.704280 -1.325764 1.98 1.76 1.08
O -9.702644 3.857135 -3.624874 2.94 0.01 0.22
C -8.488446 3.847928 -3.508652 -3.23 -0.16 -0.63
O -7.663969 2.958065 -4.140994 -0.80 0.59 0.50
C -6.341316 3.364071 -3.851687 0.90 -0.75 -0.59
C -6.509953 4.140318 -2.590457 0.40 0.46 0.42
F -5.599224 5.136332 -2.511764 0.24 0.23 0.21
O -7.788589 4.717599 -2.727277 -0.26 -0.79 -0.27
H -5.960355 3.974638 -4.677196 -0.01 0.16 0.24
H -5.684975 2.499153 -3.723137 -0.28 -0.02 -0.01
H -6.476326 3.531389 -1.680736 0.11 0.14 -0.03
O -6.030928 0.770652 -0.604752 -0.01 -1.54 2.40
C -6.022610 0.118545 0.426052 -0.33 1.56 -2.73
O -7.148520 -0.344891 1.049773 0.79 0.55 -0.58
C -6.707018 -1.154625 2.120920 -0.97 -0.59 0.62
C -5.334892 -0.631852 2.377194 0.70 -0.34 0.31
F -4.519688 -1.614439 2.821749 0.24 -0.02 0.23
O -4.891443 -0.230507 1.100810 -0.91 0.44 -0.04
H -6.708866 -2.203934 1.807333 0.26 0.10 0.09
H -7.362096 -1.046974 2.989641 0.00 0.10 -0.26
H -5.300376 0.220681 3.063864 0.16 -0.15 0.00
O 2.953073 -8.624818 -5.472389 -1.01 1.46 2.44
C 2.553529 -8.048984 -4.474066 1.31 -1.26 -2.90
O 3.175188 -6.968047 -3.911404 -0.32 -0.94 -0.48
C 2.334462 -6.523495 -2.865697 0.44 1.10 0.58
C 1.550062 -7.748041 -2.538738 -0.65 -0.12 0.25
F 0.307644 -7.425845 -2.114178 -0.25 -0.19 0.20
O 1.438123 -8.408579 -3.778916 0.82 0.17 0.01
H 1.706820 -5.702717 -3.228710 -0.15 -0.22 0.12
H 2.921747 -6.166399 -2.015420 0.05 -0.08 -0.25
H 2.032916 -8.409512 -1.811533 -0.22 0.03 0.01
O 3.916292 4.051829 2.896160 3.02 0.09 0.31
C 5.130490 4.042622 3.012382 -3.26 0.08 -0.51
O 5.954967 3.152759 2.380040 -0.67 0.55 0.55
C 7.277620 3.558764 2.669347 0.95 -0.69 -0.62
C 7.108983 4.335012 3.930577 0.49 0.68 0.37
F 8.019712 5.331026 4.009269 0.13 0.07 0.22
O 5.830347 4.912292 3.793756 -0.28 -0.90 -0.31
H 7.658581 4.169331 1.843838 -0.01 0.12 0.26
H 7.933961 2.693847 2.797897 -0.26 0.03 -0.06
H 7.142610 3.726083 4.840298 0.09 0.19 0.00